{
  "formula": "C5H10O",
  "method": "wB97M-V/def2-TZVPD",
  "homo_ev": -9.759,
  "energy_ha": -271.720189,
  "smiles": "C=CC[C@H](C)O",
  "de_lowest_ev": 0.8824,
  "symbols": ["C", "C", "C", "C", "C", "O", "H", "H", "H", "H", "H", "H", "H", "H", "H", "H"],
  "xyz": [[-2.45991, 0.41281, 0.43643], [-1.54139, -0.54538, 0.50812], [-0.08506, -0.27854, 0.75652], [0.76493, -0.40451, -0.52324], [2.14425, 0.21701, -0.33553], [0.11928, 0.16106, -1.64937], [-3.50062, 0.20207, 0.20926], [-2.19661, 1.45745, 0.59853], [-1.83176, -1.58128, 0.33290], [0.31726, -0.96607, 1.51261], [0.03073, 0.73691, 1.16259], [0.87257, -1.46679, -0.77331], [2.71131, 0.15123, -1.26849], [2.04450, 1.27852, -0.07311], [2.71203, -0.27698, 0.46064], [-0.21410, 1.03154, -1.39359]]
}